1.
This record from the OMol25 dataset describes C5H10F2N2 as an isolated structure in a non-equilibrium geometry. The level of theory is wB97M-V/def2-TZVPD.

Each line ends with the natural charge from an NBO analysis.
Cartesian coordinates (Å):
F1 -1.61004 -1.03248 1.30331  -0.341
F2 -1.64681 -1.86734 -0.66493  -0.344
N1 3.19384 -0.33744 0.76285  -0.820
N2 -1.94571 1.59792 0.41055  -0.774
C1 -0.07765 0.48432 -0.56574  -0.129
C2 -1.55479 0.51777 -0.40298  -0.150
C3 0.81958 -0.35314 -0.10231  -0.253
C4 2.25694 -0.23250 -0.41903  -0.228
C5 -2.07659 -0.83492 0.08851  0.563
H1 2.88869 -1.11413 -1.26400  0.183
H2 -3.00400 -0.93831 0.15399  0.110
H3 2.85331 0.62329 1.27369  0.347
H4 -1.93174 0.66057 -1.55125  0.206
H5 -2.84980 1.64005 0.61884  0.348
H6 -1.80167 1.32986 1.24281  0.342
H7 0.40002 1.38055 -1.30257  0.202
H8 3.01549 -1.12327 1.25325  0.346
H9 0.55239 -1.20527 0.20142  0.193
H10 2.51854 0.80448 -1.03641  0.198

## Properties
Kohn-Sham gap   10.3 eV
Energy above the lowest of the compared OMol25 structures with the same formula, charge and spin   95.0 kcal/mol
Energy   -505.56266 Ha
HOMO level   -9.48 eV

***

2.
This record from the OMol25 dataset describes C3H3N3O in the gas phase in a non-equilibrium geometry. The level of theory is wB97M-V/def2-TZVPD.

Each line ends with the natural charge from an NBO analysis.
Cartesian coordinates (Å):
O1 1.89085 -0.37872 0.27678  -0.487
N1 0.64816 1.56260 -0.04102  -0.844
N2 -1.45119 -2.29572 1.62329  -0.311
N3 -1.06652 -0.72363 -1.15173  -0.327
C1 -0.86339 -1.66257 0.90420  0.220
C2 -0.34339 -0.79879 -0.09833  -0.130
C3 0.83835 0.19009 0.16038  0.665
H1 -0.72540 -0.15334 -1.97986  0.378
H2 1.41607 2.23126 0.12601  0.417
H3 -0.34354 2.02882 0.18031  0.420

## Properties
Kohn-Sham gap (alpha / beta)   7.6 / 7.5 eV
Energy above the lowest of the compared OMol25 structures with the same formula, charge and spin   13.1 kcal/mol
Spin multiplicity   3
⟨S²⟩   2.011
Energy   -355.46047 Ha
HOMO level (alpha / beta)   -7.22 / -10.98 eV

***

3.
This record from the OMol25 dataset describes C15H30As2F13O15Tl as an isolated structure in a non-equilibrium geometry. The level of theory is wB97M-V/def2-TZVPD.

Each line ends with the Mulliken charge.
Cartesian coordinates (Å):
Tl1 0.29043 1.59780 -1.56363  1.002
As1 6.27101 1.25920 2.46947  2.021
As2 -1.58868 7.21014 0.59599  1.988
F1 7.79349 0.94261 3.44742  -0.470
F2 0.09457 6.65201 1.03758  -0.464
F3 -2.00511 7.55166 2.36662  -0.493
F4 -2.09473 5.52674 0.80485  -0.469
F5 5.96346 2.85101 3.28342  -0.470
F6 6.55896 -0.28554 1.65683  -0.462
F7 -3.17648 7.65368 -0.01274  -0.446
F8 -1.34937 -2.23656 -3.61934  -0.260
F9 -1.13383 6.64327 -1.07947  -0.477
F10 4.84757 1.59393 1.35842  -0.490
F11 7.28512 2.18366 1.27479  -0.461
F12 5.26473 0.41687 3.71004  -0.477
F13 -1.02463 8.97283 0.30222  -0.503
O1 -4.95360 -2.83704 1.40823  -0.286
O2 6.34886 -0.75281 -5.63505  -0.272
O3 -3.76942 -0.94050 0.98600  -0.555
O4 3.43385 -5.34692 1.20746  -0.327
O5 4.70400 -1.43813 -6.63512  -0.290
O6 -6.56419 0.91504 -4.25298  -0.267
O7 4.24857 -0.78516 -4.58972  -0.536
O8 3.31603 -4.96553 -0.98598  -0.274
O9 -5.53796 -1.04528 2.45703  -0.320
O10 -0.07503 1.56541 4.27849  -0.494
O11 -4.70338 2.08436 -3.83975  -0.550
O12 -0.51634 -0.12791 5.67798  -0.329
O13 -6.72322 2.92078 -4.68296  -0.295
O14 -0.24058 1.77495 6.57183  -0.316
O15 2.40854 -3.46547 0.62627  -0.507
C1 -0.93304 -0.78447 6.85955  -0.682
C2 4.15092 -6.11028 -1.20596  -0.600
C3 -5.74990 0.37138 2.53260  -0.609
C4 7.22872 -0.25849 -4.59883  -0.660
C5 -5.90820 1.96115 -4.21592  0.896
C6 -4.64758 -1.59131 1.58615  0.897
C7 -0.26877 1.12682 5.42700  0.879
C8 -6.06249 -0.35679 -3.91626  -0.618
C9 3.00611 -4.50283 0.28276  0.847
C10 -0.37295 3.15822 6.67354  -0.643
C11 -4.01425 -3.64015 0.63965  -0.700
C12 3.14839 -5.13799 2.58637  -0.655
C13 5.06641 -0.94035 -5.50126  0.855
C14 3.40493 -1.96431 -6.86255  -0.664
C15 -6.16921 4.27844 -4.75510  -0.679
H1 -5.43953 -0.74783 -4.72070  0.291
H2 2.53313 -1.31011 -6.85367  0.296
H3 -6.60318 0.61151 1.89828  0.268
H4 -3.03052 -3.25625 0.36948  0.349
H5 3.81290 -5.83232 3.10058  0.246
H6 -5.08050 4.27080 -4.70278  0.302
H7 -1.22572 3.39922 6.03887  0.312
H8 -5.93593 0.60535 3.58081  0.217
H9 -6.49855 4.96481 -3.97501  0.289
H10 2.12079 -5.46660 2.74178  0.304
H11 -6.83944 -1.07519 -3.65483  0.241
H12 3.12650 -2.80887 -6.23223  0.307
H13 3.40028 -4.18329 3.04810  0.316
H14 -4.93524 0.94917 2.09604  0.335
H15 -0.89963 -1.85603 7.05635  0.297
H16 3.46368 -2.36491 -7.87456  0.260
H17 7.08250 0.76929 -4.26657  0.301
H18 5.06469 -6.16025 -0.61382  0.307
H19 -4.47449 -4.01553 -0.27434  0.271
H20 -3.87896 -4.56084 1.20721  0.280
H21 -1.99756 -0.59627 6.99907  0.317
H22 -0.65836 3.49923 7.66870  0.264
H23 7.26302 -0.96673 -3.77101  0.320
H24 8.27271 -0.37499 -4.88970  0.270
H25 4.34588 -5.99056 -2.27168  0.257
H26 3.69438 -7.09072 -1.07029  0.289
H27 -0.48562 -0.36622 7.76122  0.310
H28 0.41493 3.66411 6.11547  0.305
H29 -6.38062 4.83677 -5.66706  0.271
H30 -5.48331 -0.24488 -2.99968  0.294

## Properties
Kohn-Sham gap   1.5 eV
Energy above the lowest of the compared OMol25 structures with the same formula, charge and spin   280.8 kcal/mol
Energy   -7660.03058 Ha
HOMO level   -11.19 eV

***

4.
This record from the OMol25 dataset describes a 3-piece molecular cluster, C15H25BrFIN2O5PS4 overall in a non-equilibrium geometry. The level of theory is wB97M-V/def2-TZVPD.

Each line ends with the natural charge from an NBO analysis.
Cartesian coordinates (Å):
I1 2.53381 -3.72796 -1.31947  -0.043
Br1 -1.37618 -6.91847 -3.22151  0.175
S1 3.14279 0.78599 -0.41226  2.167
S2 -0.01462 -4.15942 -3.65377  0.345
S3 -2.62710 -4.32338 2.02533  0.174
S4 -2.59866 3.03380 0.98419  2.160
P1 0.83837 -5.55957 -1.05014  0.913
F1 -0.25746 -2.44527 0.67451  -0.391
O1 2.44633 0.76095 0.85678  -0.939
O2 -1.42693 3.00645 0.13423  -0.937
O3 0.35870 -5.36667 0.64531  -0.946
O4 2.44823 0.93729 -1.67526  -0.952
O5 -3.42600 1.86403 1.20236  -0.951
N1 -1.56244 -2.84187 -1.82936  -0.352
N2 -2.98021 -4.89088 -0.96694  -0.520
C1 -2.08226 -1.66507 -1.05213  -0.285
C2 -0.59267 -2.55507 -2.78549  0.105
C3 4.43922 2.00521 -0.32078  -0.675
C4 -0.59957 -5.32424 -2.25203  -0.568
C5 -1.34200 -1.46307 0.41892  0.188
C6 -2.32032 5.21136 2.40179  -0.408
C7 -0.64270 0.04088 0.59159  -0.680
C8 -3.63372 4.40041 0.48149  -0.679
C9 -3.63912 5.38471 1.64991  -0.402
C10 -2.13322 3.71040 2.56571  -0.678
C11 5.63583 1.24073 0.22552  -0.408
C12 -1.88681 -4.32189 -1.86756  0.049
C13 4.21716 -0.63873 -0.49920  -0.682
C14 5.64543 -0.09661 -0.51342  -0.404
C15 -2.74475 -4.65821 0.35767  0.264
H1 -2.45254 -4.38103 -2.92341  0.245
H2 0.04007 -6.27850 0.92477  0.505
H3 -0.04558 0.08365 1.61816  0.255
H4 4.03246 -1.25686 0.38368  0.255
H5 -1.83031 -0.68162 -1.68134  0.258
H6 6.56793 1.79361 0.07679  0.236
H7 5.96975 0.06135 -1.54918  0.213
H8 -1.10629 3.42906 2.80497  0.261
H9 -3.19465 4.84613 -0.41529  0.253
H10 -2.81925 3.30775 3.31690  0.245
H11 -3.77300 6.41286 1.29938  0.234
H12 -2.33388 5.72264 3.36876  0.235
H13 -4.63896 4.03265 0.26067  0.258
H14 -2.20085 -1.49662 1.24660  0.204
H15 4.63202 2.36541 -1.33574  0.245
H16 -3.24045 -1.69495 -0.85001  0.272
H17 -1.43583 0.90165 0.64721  0.256
H18 -4.47496 5.15502 2.32189  0.214
H19 -1.49864 5.62977 1.80831  0.218
H20 6.34177 -0.80656 -0.05627  0.233
H21 0.16555 0.20557 -0.25821  0.231
H22 4.12942 2.83287 0.31952  0.263
H23 5.51190 1.06784 1.30125  0.219
H24 3.99369 -1.20741 -1.40539  0.239
H25 -0.15850 -1.47014 -3.02003  0.315

## Properties
Kohn-Sham gap   7.1 eV
Net charge   +1
Energy   -5977.47755 Ha
HOMO level   -11.67 eV

***

5.
This record from the OMol25 dataset describes C4H9ClO2 as an isolated structure in a non-equilibrium geometry. The level of theory is wB97M-V/def2-TZVPD.

Each line ends with the natural charge from an NBO analysis.
Cartesian coordinates (Å):
Cl1 0.39190 -1.80745 -1.60139  -0.087
O1 -0.24648 1.27689 -1.57602  -0.705
O2 -1.75330 0.16969 -0.17183  -0.740
C1 -0.58607 0.42833 0.62091  0.035
C2 1.29253 -0.28517 -0.98239  -0.348
C3 0.33389 0.84468 -0.41921  0.042
C4 0.00665 -0.70880 1.49747  -0.649
H1 -0.58914 -1.62738 0.56443  0.243
H2 -0.48765 -0.72984 2.42812  0.199
H3 -2.58068 0.33830 0.45833  0.499
H4 0.80530 1.63382 -0.10460  0.185
H5 1.30563 -0.88026 1.64990  0.239
H6 -0.86241 1.28119 1.11093  0.172
H7 2.04084 -0.62949 -0.25191  0.196
H8 -0.95395 0.43159 -1.56217  0.496
H9 1.88292 0.26391 -1.66056  0.222

## Properties
Kohn-Sham gap   10.1 eV
Energy above the lowest of the compared OMol25 structures with the same formula, charge and spin   104.2 kcal/mol
Energy   -768.30578 Ha
HOMO level   -9.62 eV

***

6.
This record from the OMol25 dataset describes C38H55Br21ClNO3S as an isolated structure in a non-equilibrium geometry. The level of theory is wB97M-V/def2-TZVPD.

Each line ends with the Mulliken charge.
Cartesian coordinates (Å):
Br1 4.50402 -0.10054 -9.11896  -0.016
Br2 -3.81110 -1.42363 5.19157  -0.025
Br3 4.56809 1.35980 -11.96964  -0.012
Br4 4.78791 -5.84431 -1.49835  -0.020
Br5 9.24389 -0.52615 3.90021  -0.015
Br6 -7.56550 -5.58158 -0.32833  -0.027
Br7 -6.86336 -1.88881 4.33558  -0.052
Br8 -7.25012 6.64498 0.48480  -0.077
Br9 7.66596 -1.39988 1.25575  0.046
Br10 2.76628 -7.06476 0.66516  -0.012
Br11 0.48079 1.48029 -5.90028  0.212
Br12 9.45140 1.25647 1.24742  -0.013
Br13 5.78168 -6.37625 1.49753  -0.006
Br14 0.84543 -1.34589 -7.36098  -0.047
Br15 2.82499 2.58270 -9.57861  -0.031
Br16 -4.90555 -4.39105 4.69000  0.001
Br17 -5.54257 -7.04987 1.67220  -0.035
Br18 -1.05385 0.88873 -8.65335  -0.023
Br19 -5.32935 5.08705 -1.55777  0.165
Br20 -7.73537 6.93880 -2.67199  -0.084
Br21 -8.67791 -6.99866 2.32021  -0.041
Cl1 1.09739 0.48548 3.95656  -0.209
S1 -1.23081 2.74071 -3.55602  -0.202
O1 -4.87266 3.13090 -0.98221  -0.315
O2 1.23973 3.72041 -1.64652  -0.563
O3 2.64394 -0.66099 -3.56811  -0.560
N1 1.47573 3.07697 1.13882  0.099
C1 2.02532 -3.28869 -0.87619  -0.094
C2 2.61231 4.02636 1.04602  -0.625
C3 -3.62683 -3.43616 -0.10591  -0.428
C4 4.60520 -6.95320 0.07503  -0.345
C5 1.91022 1.77933 0.67832  -1.455
C6 -5.33976 -2.60398 5.28753  -0.329
C7 3.40852 -1.63568 1.97538  -1.900
C8 3.17418 -2.18735 -0.96253  -1.812
C9 2.88439 4.80149 2.40620  -0.815
C10 1.73694 1.48797 -0.75333  0.989
C11 9.23751 -0.52558 1.96623  -0.360
C12 1.09819 2.52428 -1.73373  -0.183
C13 5.21121 1.10169 2.96371  -0.801
C14 -7.19548 -6.05959 1.50844  0.062
C15 -5.26215 -0.04049 1.23390  -0.700
C16 1.93692 -0.03079 -2.81703  -0.046
C17 -3.79103 -2.18161 0.85262  -0.064
C18 3.91848 0.82774 3.82067  -0.612
C19 -0.43924 -3.86256 -0.41886  -0.644
C20 0.88562 6.38729 2.48412  -1.079
C21 0.68611 0.69244 -3.42729  -0.586
C22 -6.42576 6.67906 -1.26442  -0.413
C23 4.41355 1.58828 -10.05621  -0.327
C24 0.26718 1.89306 -2.90560  -0.046
C25 1.57823 5.14990 3.21357  -0.354
C26 0.63502 -2.69177 -0.40360  0.272
C27 2.16269 0.17796 -1.30848  0.545
C28 -5.24505 -1.58992 0.88900  -0.296
C29 -3.59438 3.82840 -0.72918  -0.837
C30 -1.26885 -3.96879 0.91941  -0.441
C31 -5.11649 2.35250 0.20668  -0.674
C32 2.71522 -0.79563 -0.39046  0.480
C33 2.84809 -0.50475 1.05603  2.218
C34 -4.70074 0.83781 0.04609  -0.021
C35 0.53124 0.54801 -7.59761  0.520
C36 -2.70833 -4.54241 0.56400  -0.655
C37 2.56971 1.20230 3.10566  0.196
C38 2.47268 0.78339 1.61503  -0.006
H1 3.27274 -2.66084 1.54410  0.237
H2 0.74362 6.17334 1.38847  0.228
H3 -1.11101 -3.64914 -1.29724  0.256
H4 0.36879 -1.91818 -1.17745  -0.218
H5 3.42510 5.76088 2.17360  0.510
H6 1.81843 5.40609 4.28148  0.394
H7 -0.10626 6.54253 2.97713  0.339
H8 0.65250 3.40037 0.63663  0.488
H9 0.82852 4.32015 3.24448  0.255
H10 -3.78888 4.66882 -0.02284  0.457
H11 4.91093 -7.95567 -0.20447  0.355
H12 -2.22191 1.79550 -3.40869  0.202
H13 2.81546 -1.61747 2.92948  0.455
H14 -5.76641 -1.68236 -0.10549  0.433
H15 1.51693 7.31236 2.59950  0.297
H16 -5.90033 -2.11504 1.63785  -0.142
H17 -3.56152 -2.53444 1.89783  0.178
H18 0.09228 0.26140 -4.29511  0.692
H19 5.02298 1.53282 1.95156  0.260
H20 5.82336 1.86957 3.51962  0.352
H21 -5.76757 7.54279 -1.28671  0.350
H22 3.61189 -2.08156 -1.99121  0.518
H23 2.45148 2.31603 3.18095  -0.331
H24 10.09660 -1.10434 1.64453  0.341
H25 -6.22427 2.33694 0.42029  0.386
H26 4.03543 -2.53934 -0.32597  0.316
H27 5.26598 2.17748 -9.73560  0.368
H28 5.87700 0.19667 2.91249  -0.033
H29 4.48071 -1.44644 2.23010  0.100
H30 -2.61023 -5.35628 -0.21203  0.364
H31 -3.04640 -1.41235 0.52382  0.007
H32 3.81879 -0.24043 4.15988  0.349
H33 -3.08415 4.17192 -1.66081  0.258
H34 -4.62169 -3.85411 -0.43343  0.323
H35 -4.68613 0.17848 2.18012  0.231
H36 -5.62190 -2.67539 6.33249  0.370
H37 -3.19997 -5.01444 1.46122  0.141
H38 -3.58708 0.72135 -0.02926  0.034
H39 0.69580 -2.26120 0.62523  -0.004
H40 -5.15401 0.47356 -0.91915  0.182
H41 2.51707 4.76454 0.20358  0.504
H42 -6.30812 0.33082 1.43592  0.406
H43 0.02904 -4.86608 -0.59446  0.336
H44 1.37435 0.94408 -8.15494  -0.529
H45 -7.06594 -5.13262 2.05881  0.015
H46 3.56120 3.45817 0.82441  0.289
H47 3.96621 1.42247 4.77665  0.515
H48 -1.34676 -2.98434 1.46254  0.356
H49 1.90306 -3.75484 -1.88915  0.330
H50 -4.63968 2.83230 1.10737  0.310
H51 -3.12740 -3.10127 -1.05959  0.170
H52 3.56180 4.20489 3.07218  0.139
H53 -0.81940 -4.69924 1.65282  0.242
H54 -2.89121 3.08510 -0.24272  0.276
H55 2.37039 -4.05516 -0.12858  -0.122

## Properties
Kohn-Sham gap   7.7 eV
Energy   -56673.74188 Ha
HOMO level   -8.70 eV